# C2H3ClO2

C2H3ClO2 in the gas phase at a distorted geometry (wB97M-V/def2-TZVPD, the OMol25 dataset).

XYZ file:
```
8
Properties=species:S:1:pos:R:3:forces:R:3
C -0.34613 -0.71515 0.49438 1.1 1.2 -0.6
C 0.18323 0.44035 0.09388 -0.5 0.7 -0.3
Cl -0.66730 2.16509 0.06894 1.2 -2.9 0.1
O 1.49781 0.44176 -0.24342 0.2 0.9 0.0
O 1.75646 1.28901 -1.39099 -0.3 -0.7 0.4
H -1.34038 -0.78125 0.74616 -2.0 0.1 0.9
H 0.21726 -1.63269 0.58048 0.3 0.2 -0.5
H 2.23272 1.99282 -0.93940 0.1 0.3 0.0
```
Forces are in eV/Å.

- E_HOMO: -0.3594 Ha
- Net charge: 0
- 2S+1: 1
- Largest force on an atom: 3.089 eV/Å
- Energy above the lowest of the compared OMol25 structures with the same formula, charge and spin: 399.25 kJ/mol
- Structure (SMILES): C=C(Cl)OO

# C5H13NO

2 unconnected molecules or ions with the total composition C5H13NO at a distorted geometry (wB97M-V/def2-TZVPD, the OMol25 dataset).

XYZ file:
```
20
Properties=species:S:1:pos:R:3:forces:R:3
C 0.64592 1.66320 0.29745 -0.1 -0.7 -0.8
N 0.43336 0.24442 0.03153 -0.8 -0.4 0.8
C 0.16989 -0.17176 -1.36469 -0.4 0.7 0.5
C -1.31072 -0.53653 -1.44290 0.4 -2.2 -0.7
C -1.51108 -1.20032 -0.08627 1.0 0.5 1.3
C -0.76659 -0.16454 0.78748 -1.2 0.4 -0.2
H 0.57301 1.81075 1.34693 -0.2 0.2 1.0
H -0.08281 2.30563 -0.20710 0.0 0.1 -0.1
H 1.65161 1.90862 0.06176 0.9 0.5 -0.6
H 0.70175 -1.10028 -1.56697 0.4 0.2 -0.2
H 0.45753 0.61631 -2.04761 0.3 0.1 -0.3
H -1.38309 -1.28105 -2.24678 -0.3 0.1 0.0
H -2.05560 0.20250 -1.65740 -0.1 0.9 0.1
H -2.52667 -1.36130 0.26555 -0.1 0.1 -0.2
H -0.95846 -2.12709 0.05096 -0.1 -0.4 -0.6
H -1.49549 0.66548 0.84013 0.3 0.3 0.1
H -0.55005 -0.39959 1.82838 0.2 -0.5 -0.1
O 2.75925 -0.10485 1.99863 -0.3 0.0 0.1
H 1.90972 -0.23787 1.54518 0.1 0.1 -0.2
H 3.33850 -0.73171 1.56572 0.2 -0.1 -0.1
```
Forces are in eV/Å.

- E_HOMO: -0.3223 Ha
- Net charge: 0
- 2S+1: 1
- Largest force on an atom: 2.298 eV/Å
- Energy above the lowest of the compared OMol25 structures with the same formula, charge and spin: 114.90 kJ/mol
- Structure (SMILES): CN1CCCC1.O

# C9H9NS2

C9H9NS2 in the gas phase at a distorted geometry (wB97M-V/def2-TZVPD, the OMol25 dataset).

XYZ file:
```
21
Properties=species:S:1:pos:R:3:forces:R:3
S 0.25532 2.01853 -2.03613 1.9 -1.1 -0.5
N -0.82662 0.63670 -2.06841 0.1 1.7 -1.1
C -0.86493 0.19479 -3.43952 0.7 -1.1 -0.1
S 0.36363 -1.24138 -3.52777 0.2 0.6 -1.7
C 0.24711 -1.42488 -1.83768 -0.8 0.4 0.1
C -0.40061 -0.39085 -1.25280 1.4 -2.1 3.0
C -0.42384 -0.22284 0.25447 -0.5 -0.1 -1.1
C 0.52753 -0.88082 1.02633 0.2 -2.5 -0.6
C 0.57756 -0.85230 2.42367 -2.1 1.7 0.0
C -0.41208 -0.07425 3.08878 1.0 0.3 -4.1
C -1.28654 0.62107 2.23294 -2.3 1.1 3.9
C -1.39109 0.55014 0.89810 0.5 0.4 -2.2
H 1.41306 1.33617 -2.69892 -1.9 1.2 1.2
H -1.75223 -0.34358 -3.69661 -1.0 0.3 -0.1
H -0.60616 1.04594 -4.06408 -0.3 -0.5 -0.4
H 0.63866 -2.37231 -1.47158 -0.2 0.6 0.4
H 1.04448 -1.72263 0.46123 0.1 1.6 1.0
H 1.33402 -1.33583 2.96672 0.9 -0.8 0.5
H -0.42237 0.32010 4.04700 0.3 -0.3 2.1
H -2.05627 1.25630 2.78913 1.1 -0.7 -0.9
H -2.11205 1.16678 0.33010 0.4 -0.6 0.4
```
Forces are in eV/Å.

- E_HOMO: -0.2812 Ha
- Net charge: 0
- 2S+1: 1
- Largest force on an atom: 4.629 eV/Å
- Energy above the lowest of the compared OMol25 structures with the same formula, charge and spin: 36.12 kJ/mol
- Structure (SMILES): SN1CSC=C1c1ccccc1

# C28H34N2OP

2 unconnected molecules or ions with the total composition C28H34N2OP at a distorted geometry (wB97M-V/def2-TZVPD, the OMol25 dataset).

XYZ file:
```
66
Properties=species:S:1:pos:R:3:forces:R:3
C -4.34786 1.22573 -0.35765 0.3 0.0 0.3
O -3.31870 0.25265 -0.13815 -0.6 0.6 -0.4
C -2.48813 -0.00411 -1.25152 -0.3 -0.9 1.0
C -2.99732 -1.15003 -2.07962 0.0 0.0 -0.3
C -2.85720 -1.10387 -3.46928 -0.4 -0.3 0.4
C -3.29381 -2.19019 -4.22336 -0.1 -0.3 0.0
C -3.84154 -3.30885 -3.58786 -0.1 -0.1 -0.1
C -3.95365 -3.35580 -2.19226 0.0 0.2 -0.1
C -3.51961 -2.28224 -1.42783 -0.1 0.4 -0.4
H -4.95308 1.10602 0.54770 -0.2 0.4 -0.4
H -3.88647 2.24153 -0.37364 -0.4 -0.5 -0.1
H -4.96352 1.06304 -1.27573 0.5 -0.1 0.6
H -2.29867 0.89577 -1.83913 0.3 0.0 0.0
H -2.46398 -0.20585 -3.95203 -0.1 -0.3 0.1
H -3.22571 -2.15596 -5.31161 0.0 -0.1 0.3
H -4.21597 -4.15036 -4.18161 0.2 0.4 0.2
H -4.41211 -4.20068 -1.67724 0.2 0.1 -0.3
H -3.64271 -2.29445 -0.33850 0.1 0.1 -0.5
C 4.69329 -3.38279 -3.76148 0.1 -0.2 -0.2
C 3.77424 -2.68785 -2.79491 -0.2 0.2 0.1
C 4.27798 -1.71862 -1.91862 -0.3 -0.2 -0.1
C 3.45271 -1.07467 -0.99091 0.1 0.0 0.0
C 4.03712 -0.03846 -0.08175 0.7 0.1 0.2
C 2.09579 -1.41032 -0.92611 0.6 -0.5 -0.8
N 1.27851 -0.75894 0.09626 0.7 1.4 0.7
P 0.88073 0.91620 0.01509 -1.2 -2.2 1.2
H -1.62220 -0.41312 -0.72525 0.7 0.5 -0.4
N 0.35643 0.83940 1.64108 1.2 -0.3 -0.9
C 0.10261 2.05269 2.39929 -0.2 0.6 0.7
C -1.16456 2.36892 2.91870 0.4 0.1 -0.2
C -2.31702 1.46750 2.65728 -0.5 -0.1 0.0
C -1.31110 3.52942 3.68944 0.4 -0.4 -0.2
C -0.20265 4.32251 4.00605 -0.1 -0.1 -0.1
C -0.38801 5.52742 4.89197 0.0 0.2 0.2
C 1.05852 3.96405 3.50500 -0.5 0.1 0.1
C 1.21486 2.84182 2.69131 0.0 0.0 0.2
C 2.57206 2.44857 2.20311 0.7 0.5 0.1
C 0.74486 -0.34126 2.27512 -0.4 0.7 -0.2
C 1.29729 -1.22684 1.41545 -0.4 -0.1 -1.0
C 1.57788 -2.38214 -1.80368 -0.1 0.2 0.4
C 0.13142 -2.73172 -1.71671 -0.4 0.0 -0.2
C 2.40857 -2.99645 -2.74633 0.2 0.3 0.5
H 4.15089 -4.13057 -4.35089 0.1 0.2 0.1
H 5.16554 -2.67867 -4.46165 -0.2 -0.1 0.2
H 5.50294 -3.89577 -3.22349 -0.2 0.1 -0.1
H 5.34487 -1.46939 -1.96931 -0.5 0.0 0.1
H 3.54670 0.02587 0.89307 0.0 0.0 -0.2
H 5.08468 -0.28859 0.12761 -0.2 0.1 -0.1
H 4.03425 0.95564 -0.54858 0.0 -0.1 0.1
H -3.20736 1.90879 3.11551 0.0 -0.2 -0.2
H -2.48185 1.31398 1.58548 0.0 0.0 0.2
H -2.16402 0.47719 3.10239 0.0 0.1 0.0
H -2.30499 3.80312 4.06376 0.4 -0.2 -0.1
H 0.57362 6.01927 5.08119 -0.3 -0.1 0.0
H -1.07388 6.26947 4.45408 0.3 -0.3 0.0
H -0.83539 5.24348 5.85739 0.2 0.0 -0.3
H 1.92809 4.57776 3.76046 -0.3 -0.3 -0.1
H 3.27509 3.22101 2.52627 0.1 -0.2 -0.1
H 2.93934 1.50327 2.63238 -0.3 0.2 -0.2
H 2.63280 2.41660 1.10336 0.1 -0.1 0.4
H 0.63006 -0.41712 3.34880 -0.1 -0.1 -0.2
H 1.73348 -2.19807 1.62830 -0.2 0.2 -0.1
H -0.11737 -3.48951 -2.46852 -0.1 0.2 0.3
H -0.14834 -3.09798 -0.71745 0.0 0.1 -0.3
H -0.45515 -1.82876 -1.92285 -0.1 -0.3 0.0
H 1.97675 -3.73870 -3.42741 0.2 0.3 0.3
```
Forces are in eV/Å.

- E_HOMO: -0.4138 Ha
- Net charge: +1
- 2S+1: 1
- Largest force on an atom: 2.791 eV/Å

# C6H14S2

2 unconnected molecules or ions with the total composition C6H14S2 (wB97M-V/def2-TZVPD, the OMol25 dataset).

XYZ file:
```
22
Properties=species:S:1:pos:R:3:forces:R:3
C -2.30198 -1.37996 -1.23074 0.0 0.0 -0.2
C -1.45137 -0.44097 -0.85696 0.1 0.1 0.1
C -1.40744 0.95590 -1.39258 0.1 0.1 -0.1
C -1.93702 1.96264 -0.37227 -0.1 -0.1 0.1
H -2.29110 -2.36150 -0.78499 0.0 -0.1 0.1
H -3.02151 -1.19034 -2.01763 -0.1 0.0 0.0
H -0.73624 -0.66326 -0.07073 0.0 0.0 0.0
H -0.37642 1.21635 -1.64773 0.0 -0.1 0.0
H -1.98254 1.02538 -2.31860 0.0 0.0 0.0
H -1.47535 1.80555 0.60511 0.0 0.0 0.0
H -1.73948 2.98505 -0.68085 0.0 0.1 0.0
H -3.01548 1.84411 -0.24070 0.1 0.0 0.0
C 2.47294 0.82893 1.61200 -0.1 -0.3 0.0
C 1.90904 -0.57261 1.38390 0.1 0.3 0.1
S 2.28068 -1.07806 -0.31631 -0.2 -0.3 0.0
S 1.48464 -2.98319 -0.35763 0.1 0.3 -0.1
H 1.97820 1.54188 0.95446 0.0 0.1 0.0
H 3.54139 0.85734 1.41317 0.1 0.0 0.0
H 2.30318 1.12745 2.64659 0.0 0.0 0.0
H 0.83164 -0.56153 1.53438 -0.1 -0.1 0.0
H 2.35416 -1.29326 2.06485 0.0 0.0 0.0
H 2.58006 -3.62591 0.07327 0.0 -0.1 0.0
```
Forces are in eV/Å.

- E_HOMO: -0.3361 Ha
- Net charge: 0
- 2S+1: 1
- Largest force on an atom: 0.336 eV/Å
- Energy above the lowest of the compared OMol25 structures with the same formula, charge and spin: 66.38 kJ/mol
- Structure (SMILES): C=CCC.CCSS

# C6H7N

C6H7N in the gas phase (wB97M-V/def2-TZVPD, the OMol25 dataset).

XYZ file:
```
14
Properties=species:S:1:pos:R:3:forces:R:3
C -0.68777 -0.66373 -0.87020 0.0 0.0 0.0
C 0.62100 0.05650 -1.19743 0.1 0.0 0.0
C 1.81174 0.02079 -0.29204 -0.3 0.1 -0.1
C 0.81495 1.15437 -0.21616 0.1 0.2 -0.1
N -0.15514 0.98049 0.87116 0.1 0.1 -0.1
C -1.01153 -0.16003 0.52537 -0.1 -0.1 0.0
C 0.01993 -0.30637 1.57019 0.0 -0.2 0.2
H -0.61074 -1.75494 -0.92189 0.0 0.1 0.0
H -1.45538 -0.33861 -1.58133 0.1 -0.1 0.1
H 0.92874 0.10642 -2.24282 -0.1 0.0 0.1
H 0.91412 -0.88854 1.33710 -0.1 0.0 0.1
H 1.10725 2.18009 -0.42053 0.0 -0.2 0.0
H -2.05789 -0.07963 0.81371 0.2 0.0 -0.1
H -0.23927 -0.30679 2.62487 0.0 0.0 -0.2
```
Forces are in eV/Å.

- E_HOMO: -0.3269 Ha
- Net charge: 0
- 2S+1: 1
- Largest force on an atom: 0.325 eV/Å
- Energy above the lowest of the compared OMol25 structures with the same formula, charge and spin: 578.12 kJ/mol

> The highest net charge belongs to which entry?

C28H34N2OP

> What is the formula in the first record?

C2H3ClO2